DFT (the ωB97M-V functional and the def2-TZVPD basis) results for a molecular structure, C36H39AuN2O2P2S2.

DFT total energy ... -88969.3025 eV
HOMO energy (alpha / beta) ... -0.5069 / -0.5068 Ha
Expectation value of S² ... 2.0312
Relative energy (zero: lowest compared OMol25 entry of this formula, charge and spin) ... 5.91 kcal per mole
Spin multiplicity ... 3
Orbital gap (alpha / beta) ... 9.095 / 5.404 eV
Charge ... +2

Last column: Löwdin spin population.
Geometry (Å):
Au (-1.01, 0.01, -1.09)  0.454
O (1.11, -0.76, -1.06)  0.081
P (1.95, -1.02, 0.14)  0.008
C (1.74, 0.24, 1.47)  0.006
P (-0.03, 0.17, 2.01)  0.002
O (-0.80, -0.80, 1.19)  0.009
C (-0.65, 1.86, 1.83)  0.013
C (-1.99, 1.99, 1.47)  0.005
C (-2.54, 3.26, 1.35)  0.003
C (-1.76, 4.38, 1.61)  0.023
C (-0.43, 4.24, 1.99)  0.003
C (0.13, 2.98, 2.11)  0.004
C (-0.12, -0.27, 3.76)  0.001
C (-0.06, 0.71, 4.74)  0.000
C (-0.22, 0.35, 6.06)  0.000
C (-0.45, -0.98, 6.40)  0.000
C (-0.51, -1.95, 5.42)  0.000
C (-0.35, -1.60, 4.09)  0.000
C (1.67, -2.62, 0.91)  0.000
C (0.81, -3.49, 0.27)  0.000
C (0.59, -4.75, 0.80)  0.000
C (1.24, -5.12, 1.97)  0.000
C (2.10, -4.25, 2.61)  0.000
C (2.32, -2.99, 2.08)  0.000
C (3.69, -0.87, -0.35)  0.005
C (4.56, -1.94, -0.28)  0.002
C (5.89, -1.75, -0.62)  0.000
C (6.33, -0.51, -1.05)  0.002
C (5.45, 0.56, -1.14)  0.000
C (4.12, 0.37, -0.81)  0.002
H (1.98, 1.22, 1.05)  0.004
H (2.42, 0.03, 2.30)  0.000
H (-2.58, 1.10, 1.29)  0.000
H (-3.58, 3.37, 1.08)  0.000
H (-2.19, 5.36, 1.52)  0.002
H (0.15, 5.11, 2.21)  0.000
H (1.15, 2.88, 2.43)  0.000
H (0.11, 1.74, 4.47)  0.000
H (-0.19, 1.11, 6.83)  0.000
H (-0.60, -1.25, 7.44)  0.000
H (-0.69, -2.98, 5.68)  0.000
H (-0.42, -2.34, 3.30)  0.000
H (0.33, -3.17, -0.65)  0.000
H (-0.08, -5.44, 0.31)  0.000
H (1.08, -6.11, 2.38)  0.000
H (2.60, -4.54, 3.52)  0.000
H (3.00, -2.30, 2.57)  0.000
H (4.22, -2.91, 0.05)  0.000
H (6.58, -2.59, -0.56)  0.000
H (7.37, -0.37, -1.33)  0.000
H (5.79, 1.53, -1.47)  0.000
H (3.40, 1.18, -0.91)  0.001
C (-2.14, 0.81, -4.63)  -0.001
C (-3.53, 0.30, -4.25)  0.005
N (-3.47, -1.11, -3.91)  0.003
C (-3.33, -1.59, -2.69)  0.023
S (-3.32, -0.53, -1.30)  0.172
N (-3.28, -2.89, -2.46)  0.012
C (-3.27, -3.93, -3.49)  0.002
C (-1.88, -4.12, -4.07)  0.001
H (-2.17, 1.88, -4.79)  0.000
H (-1.80, 0.33, -5.54)  0.000
H (-1.43, 0.59, -3.83)  -0.002
H (-4.22, 0.42, -5.09)  0.000
H (-3.93, 0.84, -3.39)  0.003
H (-3.44, -1.75, -4.69)  0.000
H (-3.18, -3.18, -1.50)  0.001
H (-3.99, -3.68, -4.27)  0.000
H (-3.61, -4.85, -3.01)  0.000
H (-1.51, -3.22, -4.55)  0.000
H (-1.90, -4.92, -4.81)  0.000
H (-1.17, -4.40, -3.29)  0.000
S (0.47, 2.01, -1.32)  0.715
C (-0.15, 3.62, -1.28)  0.118
C (-1.48, 3.96, -1.57)  0.094
C (-1.84, 5.29, -1.62)  -0.004
C (-0.91, 6.29, -1.36)  0.124
C (0.41, 5.96, -1.04)  -0.002
C (0.78, 4.64, -0.99)  0.097
H (-2.20, 3.18, -1.76)  0.001
H (-2.86, 5.56, -1.87)  -0.002
H (-1.20, 7.33, -1.40)  0.006
H (1.14, 6.73, -0.84)  -0.002
H (1.80, 4.36, -0.74)  0.004